*w*
Below is one molecule with the formula C2H3N5O, with properties calculated with wB97M-V/def2-TZVPD.

Geometry as XYZ:
```
11
Properties=species:S:1:pos:R:3:lowdin_charge:R:1
H -1.66035 2.52002 -1.07433 0.085
N -0.73235 2.70697 -0.52507 0.061
C -0.11313 1.61031 -0.48844 -0.345
N -0.62118 0.26767 -0.70508 0.113
C 0.17338 -0.59451 -0.24254 -0.441
N 1.32671 -0.43383 0.52949 0.070
N 1.73332 -1.50512 1.03035 0.122
O 0.74155 -2.50635 0.75673 -0.115
N -0.30877 -1.92465 -0.03970 0.066
H 0.83012 1.72410 0.32666 0.153
H -1.36930 -1.86462 0.43192 0.232
```

Values from the calculation:
* lowest unoccupied orbital energy: -0.049 Eh
* M: 113.080 g/mol
* gap between HOMO and LUMO: 0.3173 Eh
* SMILES: [H]/N=C\N=c1/nno[nH]1

*x*
Below is one molecule with the formula C2H3N5O, with properties calculated with wB97M-V/def2-TZVPD.

Geometry as XYZ:
```
11
Properties=species:S:1:pos:R:3:lowdin_charge:R:1
H 0.15759 -1.97987 1.23488 0.055
N -0.79753 -1.88312 0.87965 0.165
C -0.99155 -0.84995 0.20208 -0.437
N -2.24316 -0.44075 -0.28887 0.092
N -2.25092 0.62245 -0.88970 0.114
O -0.93229 1.12404 -0.86217 -0.021
N -0.16767 0.23570 -0.16115 -0.046
C 1.16982 0.43607 0.00442 -0.204
N 1.71112 1.53896 -0.44485 0.106
H 2.72563 1.55917 -0.26532 0.051
H 1.61897 -0.36270 0.59103 0.125
```

Values from the calculation:
* lowest unoccupied orbital energy: -0.025 Eh
* M: 113.080 g/mol
* gap between HOMO and LUMO: 0.3273 Eh
* SMILES: [H]/N=c1/nnon1/C=N/[H]

Most stable structure: *x*

*w*
Below is a 2-piece molecular cluster, C4H13NO2 overall, with properties calculated with wB97M-V/def2-TZVPD.

Geometry as XYZ:
```
20
Properties=species:S:1:pos:R:3:lowdin_charge:R:1
C -1.81581 -1.76530 -1.36133 -0.071
C -0.78681 -1.23685 -0.35310 -0.451
C 0.17969 -0.22646 -0.88461 -0.081
N -1.57632 -0.65191 0.76092 -0.045
C -1.32845 0.57281 1.44748 -0.315
O -2.45124 0.98574 2.26032 -0.054
H -2.38024 -0.89624 -1.71527 0.079
H -2.45172 -2.57998 -1.03513 0.071
H -1.26149 -2.09713 -2.25684 0.076
H -0.31861 -2.12656 0.11370 0.134
H 0.94292 -0.83439 -1.40323 0.087
H 0.82245 0.27968 -0.16482 0.077
H -0.31716 0.46598 -1.56093 0.087
H -1.96375 -1.37872 1.34712 0.117
H -1.16608 1.31769 0.65758 0.115
H -0.48023 0.54440 2.13659 0.112
H -2.32254 1.92911 2.23801 0.063
O 6.42877 2.35258 -0.33249 -0.063
H 6.63393 3.23848 -0.00242 0.036
H 5.61268 2.10707 0.10843 0.027
```

Values from the calculation:
* lowest unoccupied orbital energy: 0.024 Eh
* M: 107.153 g/mol
* gap between HOMO and LUMO: 0.3279 Eh
* SMILES: CC(C)NCO.O

*x*
Below is a 3-piece molecular cluster, C4H13NO2 overall, with properties calculated with wB97M-V/def2-TZVPD.

Geometry as XYZ:
```
20
Properties=species:S:1:pos:R:3:lowdin_charge:R:1
C -2.41947 -1.01670 0.60034 -0.169
C -2.20753 0.39644 -0.07093 -0.180
C -0.69870 0.68508 0.02909 -0.208
N 0.07890 -0.45600 0.72809 -0.104
C -1.00520 -1.51687 0.96247 -0.211
H -3.16673 -1.65226 -0.02006 0.132
H -2.94128 -0.88784 1.51813 0.072
H -2.37972 0.46045 -1.11356 0.075
H -2.90176 1.17740 0.30722 0.109
H -0.13306 0.87154 -0.94816 0.103
H -0.41195 1.66488 0.60283 0.124
H 0.51084 -0.08824 1.62064 0.120
H -0.59922 -2.41240 0.35734 0.119
H -0.96154 -1.88156 2.01621 0.104
O 2.79346 -0.77365 -0.48480 -0.127
H 1.75338 -0.95995 -0.26930 0.076
H 2.65471 -0.55847 -1.36635 -0.044
O 2.27231 2.18143 -1.35210 -0.079
H 2.96905 2.65150 -1.82836 0.037
H 2.51430 2.25701 -0.40385 0.053
```

Values from the calculation:
* lowest unoccupied orbital energy: 0.029 Eh
* M: 107.153 g/mol
* gap between HOMO and LUMO: 0.3640 Eh
* SMILES: C1CCNC1.O.O

Most stable structure: *w*

*w*
Below is a 2-piece molecular cluster, C4H12NO3 overall, with properties calculated with wB97M-V/def2-TZVPD.

Geometry as XYZ:
```
20
Properties=species:S:1:pos:R:3:lowdin_charge:R:1
C 0.00033 1.46492 0.95423 -0.122
N 0.17834 0.78140 -0.36450 -0.125
C -0.06107 -0.73934 -0.33136 -0.287
C 0.51033 -1.53256 0.78439 -0.329
O -0.15949 -1.46789 1.98369 -0.072
C -1.75776 -1.05151 -0.71968 -0.364
O -2.22024 0.17157 -1.10334 -0.382
H 0.50446 0.87649 1.73420 0.064
H 0.84914 2.24754 0.79995 0.073
H -0.91227 1.95238 1.10475 0.047
H -0.64784 1.16603 -0.83619 0.057
H 0.62159 -0.99456 -1.16307 0.107
H 0.49190 -2.63009 0.20636 0.156
H 1.58680 -1.13217 1.00558 0.132
H -0.95266 -1.00002 1.92994 0.042
H -1.77117 -1.84435 -1.41738 0.046
H -2.35066 -1.35010 0.13215 0.056
H 2.10267 1.27965 -1.12932 0.021
H 2.63798 2.72526 -0.87821 0.038
O 2.93482 1.84446 -1.26319 -0.159
```

Values from the calculation:
* lowest unoccupied orbital energy: 0.138 Eh
* M: 122.144 g/mol
* gap between HOMO and LUMO: 0.2500 Eh
* total charge: -1

*x*
Below is a 2-piece molecular cluster, C4H12NO3 overall, with properties calculated with wB97M-V/def2-TZVPD.

Geometry as XYZ:
```
20
Properties=species:S:1:pos:R:3:lowdin_charge:R:1
C 1.39792 -0.28948 0.54335 -0.426
O 1.02239 -1.55552 0.22421 -0.298
C 0.24925 0.70871 0.28695 -0.391
C -0.90058 0.44800 1.27131 -0.166
C -2.27493 0.83574 0.74784 -0.290
O -2.27852 2.09256 0.07430 -0.121
N -0.23442 0.55728 -1.10224 0.026
H 1.70963 -0.16012 1.60726 0.094
H 2.26348 0.07608 -0.05941 0.096
H 0.60732 1.73773 0.40956 0.126
H -0.89158 -0.62170 1.49375 0.107
H -0.68048 0.98311 2.19997 0.106
H -2.64779 0.06138 0.06839 0.104
H -2.98909 0.91165 1.56969 0.101
H -1.67654 1.91396 -0.67700 0.047
H -0.32017 -0.45361 -1.20476 0.078
H 0.53070 0.80652 -1.71820 0.073
H 1.80945 -2.05059 -0.89003 -0.031
H 3.30332 -2.43810 -1.30241 -0.023
O 2.42247 -2.40756 -1.69003 -0.212
```

Values from the calculation:
* lowest unoccupied orbital energy: 0.144 Eh
* M: 122.144 g/mol
* gap between HOMO and LUMO: 0.2892 Eh
* total charge: -1

Most stable structure: *x*

*w*
Below is one molecule with the formula C6H16N2O, with properties calculated with wB97M-V/def2-TZVPD.

Geometry as XYZ:
```
25
Properties=species:S:1:pos:R:3:lowdin_charge:R:1
C -2.31147 -0.83464 -0.01089 -0.026
C -0.60526 -1.02990 -0.02949 -0.363
N -0.22942 -1.69796 1.17244 0.049
C -0.14558 0.38903 -0.28691 -0.434
C -0.47642 0.88754 -1.70131 -0.055
C -0.53564 1.43946 0.75343 -0.049
N 1.56103 0.35886 -0.33200 -0.160
C 2.31606 0.20421 0.89471 -0.123
O 1.98217 -0.74616 -1.19383 -0.082
H -2.71250 -1.79528 -0.34540 0.057
H -2.62230 -0.65929 1.02161 0.059
H -2.75800 -0.06937 -0.64482 0.046
H -0.39973 -1.67162 -0.88865 0.128
H 0.63028 -2.22125 1.04168 0.074
H -0.14153 -1.07598 1.96803 0.070
H 0.19258 1.71386 -1.96270 0.085
H -0.34777 0.10310 -2.45301 0.084
H -1.50064 1.26278 -1.77612 0.073
H 0.08609 2.33216 0.62783 0.090
H -1.57549 1.75771 0.63042 0.084
H -0.41407 1.08475 1.78020 0.074
H 2.03872 0.97706 1.61810 0.078
H 2.21428 -0.77976 1.36802 0.062
H 3.38807 0.34356 0.69796 0.082
H 2.36654 -0.27285 -1.94932 0.095
```

Values from the calculation:
* lowest unoccupied orbital energy: 0.032 Eh
* M: 132.207 g/mol
* gap between HOMO and LUMO: 0.3361 Eh
* SMILES: C[C@H](N)C(C)(C)N(C)O

*x*
Below is one molecule with the formula C6H16N2O, with properties calculated with wB97M-V/def2-TZVPD.

Geometry as XYZ:
```
25
Properties=species:S:1:pos:R:3:lowdin_charge:R:1
C -1.86663 -0.12166 -1.53305 -0.080
C -1.56873 0.43739 -0.14353 -0.407
C -2.68404 0.04024 0.82152 -0.085
C -0.21428 -0.04762 0.41043 -0.398
N -0.03426 0.51434 1.73948 0.045
C 0.94134 0.28560 -0.55581 -0.118
C 2.32372 -0.02225 0.03271 -0.496
N 2.36866 -1.36192 0.54045 0.072
O 3.33804 0.14547 -0.95718 -0.037
H -1.77279 -1.20551 -1.53206 0.084
H -1.19683 0.28619 -2.28534 0.067
H -2.88486 0.13138 -1.82025 0.075
H -1.53548 1.53174 -0.20225 0.136
H -2.79733 -1.04106 0.83678 0.080
H -3.62860 0.48400 0.51576 0.073
H -2.43987 0.37506 1.82460 0.061
H -0.25532 -1.13375 0.53834 0.141
H 0.16323 1.50814 1.67856 0.084
H 0.74350 0.06019 2.20198 0.067
H 0.83534 -0.30079 -1.46938 0.115
H 0.90074 1.34757 -0.81880 0.125
H 2.54298 0.65958 0.87310 0.138
H 2.17491 -2.01533 -0.21171 0.089
H 3.29958 -1.56620 0.88670 0.084
H 3.24700 1.00921 -1.37105 0.083
```

Values from the calculation:
* lowest unoccupied orbital energy: 0.030 Eh
* M: 132.207 g/mol
* gap between HOMO and LUMO: 0.3628 Eh
* SMILES: CC(C)[C@H](N)C[C@@H](N)O

Most stable structure: *x*